No. 1
This record from the Open Molecules 2025 dataset describes a 2-piece molecular cluster, C7H15NO2 overall at a distorted geometry. The level of theory is ωB97M-V/def2-TZVPD.

Last column: natural (NBO) charge in e.
Geometry (Å):
C1 -7.0560 0.3156 0.7401  -0.6222
C2 -5.8146 -0.5479 0.7665  -0.0574
O1 -4.6530 0.2616 0.7415  -0.5422
C3 -3.4595 -0.4911 0.7179  -0.0473
C4 -2.2419 0.4167 0.7288  -0.4147
C5 -0.9593 -0.4158 0.7000  -0.3804
C6 0.3129 0.4428 0.7286  -0.5074
C7 1.5420 -0.3590 0.6939  0.3056
N1 2.5152 -0.9836 0.7688  -0.3519
H1 -7.9463 -0.3250 0.7950  0.2134
H2 -7.0760 1.0036 1.5968  0.2143
H3 -7.1136 0.8988 -0.1894  0.2133
H4 -5.7991 -1.1735 1.6769  0.1598
H5 -5.8019 -1.2302 -0.1022  0.1601
H6 -3.4366 -1.1627 1.5955  0.1602
H7 -3.4471 -1.1294 -0.1845  0.1608
H8 -2.2791 1.0882 -0.1430  0.2085
H9 -2.2654 1.0477 1.6306  0.2083
H10 -0.9479 -1.0996 1.5615  0.2119
H11 -0.9482 -1.0409 -0.2049  0.2120
H12 0.3389 1.1292 -0.1310  0.2448
H13 0.3432 1.0633 1.6366  0.2504
O2 3.7130 -0.6543 -2.2649  -0.9481
H14 3.0177 0.0280 -2.2445  0.4626
H15 3.8242 -0.9456 -1.3442  0.4857

Output
- Total energy: -480.9334 Eh
- Relative energy (zero: lowest compared OMol25 entry of this formula, charge and spin): 1.4163 eV
- Structure (SMILES): CCOCCCCC#N.O
- HOMO level: -10.1 eV
- Spin multiplicity: 1
- Gap between HOMO and LUMO: 10.7 eV



No. 2
This record from the Open Molecules 2025 dataset describes a 2-piece molecular cluster, CH5BO4 overall at a distorted geometry. The level of theory is ωB97M-V/def2-TZVPD.

Last column: natural (NBO) charge in e.
Geometry (Å):
B1 -0.5229 -0.3120 -1.5271  0.7036
C1 -0.4553 0.2742 -0.0070  0.5343
O1 2.0030 -0.0622 2.1944  -0.9660
O2 -1.7300 -0.3567 -2.0952  -0.8556
O3 -0.4445 1.6072 0.1967  -0.6926
O4 -0.4829 -0.5049 0.9148  -0.6033
H1 0.4641 -0.8266 -1.9056  -0.0932
H2 2.0343 -0.9502 2.4980  0.4764
H3 -1.9190 -0.8238 -2.9395  0.5159
H4 -0.3012 1.8668 1.2035  0.5015
H5 1.3545 0.0883 1.4669  0.4790

Output
- Total energy: -366.9486 Eh
- Relative energy (zero: lowest compared OMol25 entry of this formula, charge and spin): 1.0969 eV
- Structure (SMILES): O=C(O)BO.O
- HOMO level: -10.5 eV
- Spin multiplicity: 1
- Gap between HOMO and LUMO: 10.7 eV



No. 3
This record from the Open Molecules 2025 dataset describes C3H3NO as an isolated structure at a distorted geometry. The level of theory is ωB97M-V/def2-TZVPD.

Last column: natural (NBO) charge in e.
Geometry (Å):
C1 -2.0699 0.0641 -0.0509  0.5884
C2 0.0507 -0.6633 0.3064  -0.1073
C3 -0.9942 0.9272 -0.1552  -0.2145
N1 -1.0354 -0.7136 -0.6003  -0.4187
O1 -3.1633 -0.1322 0.3113  -0.5030
H1 0.9419 -0.6251 -0.2529  0.1973
H2 0.0382 -0.8442 1.4419  0.2270
H3 -0.5365 1.5419 -0.9045  0.2308

Output
- Total energy: -245.9478 Eh
- Relative energy (zero: lowest compared OMol25 entry of this formula, charge and spin): 3.9120 eV
- HOMO level: -9.9 eV
- Spin multiplicity: 1
- Gap between HOMO and LUMO: 10.3 eV



No. 4
This record from the Open Molecules 2025 dataset describes C35H50NOPPt as an isolated structure at a distorted geometry. The level of theory is ωB97M-V/def2-TZVPD.

Last column: Mulliken charge in e.
Geometry (Å):
Pt1 0.1522 -0.2274 -0.1351  1.4331
C1 -2.7066 -1.2464 -3.0585  -1.5409
C2 -3.1781 -0.5414 -1.7939  0.6282
C3 -4.6863 -0.6865 -1.6201  -1.3712
P1 -1.9691 -1.0602 -0.4100  0.3257
C4 -2.9192 -0.2911 1.0611  0.2418
C5 -2.0948 -0.6547 2.2874  -1.3703
C6 -2.9672 1.2233 0.8941  -1.3347
C7 -1.9620 -2.8050 -0.1529  0.1409
C8 -2.9719 -3.7261 -0.5003  -0.5820
C9 -2.7447 -5.0879 -0.5137  1.0670
C10 -3.8021 -6.0520 -0.9866  -1.7533
C11 -1.4898 -5.5596 -0.1237  -1.0801
C12 -0.4816 -4.6772 0.2675  -0.6505
C13 -0.6687 -3.2893 0.2669  -0.5726
N1 0.2482 -2.4286 0.7419  0.3913
C14 1.5421 -2.8288 0.9750  -1.6636
C15 2.0133 -2.9444 2.2996  1.4259
C16 1.0506 -2.6698 3.4159  -1.2980
C17 3.3183 -3.3146 2.5443  -1.1056
C18 4.2067 -3.5837 1.5021  1.1706
C19 5.6152 -4.0117 1.8070  -1.6562
C20 3.7483 -3.4543 0.1941  -1.0898
C21 2.4474 -3.0875 -0.0841  1.6649
C22 1.9537 -2.8646 -1.4781  -1.4804
H1 -3.1945 -0.8478 -3.9527  0.4727
H2 -2.9144 -2.3126 -2.9876  0.2507
H3 -1.6278 -1.1214 -3.1532  0.3975
H4 -2.9579 0.5309 -1.9035  0.3099
H5 -4.9732 -1.7323 -1.5633  0.1925
H6 -5.2011 -0.2410 -2.4783  0.4569
H7 -5.0375 -0.1896 -0.7190  0.2995
H8 -3.9295 -0.7115 1.1587  0.6318
H9 -1.0723 -0.2851 2.1275  -0.0842
H10 -2.0421 -1.7377 2.3886  0.2580
H11 -2.5112 -0.2277 3.2060  0.6537
H12 -2.0074 1.5473 0.4819  -0.0558
H13 -3.1258 1.7316 1.8501  0.5329
H14 -3.7566 1.5331 0.2099  0.2323
H15 -3.9577 -3.3603 -0.7594  0.0925
H16 -4.6887 -5.5163 -1.3285  0.3117
H17 -4.1014 -6.7461 -0.1955  0.3231
H18 -3.4226 -6.6479 -1.8221  0.3425
H19 -1.2970 -6.6285 -0.1158  0.3024
H20 0.4674 -5.0775 0.6066  0.3419
H21 0.7159 -1.6357 3.3496  0.0815
H22 1.5078 -2.8454 4.3905  0.4579
H23 0.1667 -3.3003 3.3140  0.2031
H24 3.6671 -3.4139 3.5685  0.2942
H25 5.6298 -4.9740 2.3266  0.2970
H26 6.1091 -3.2844 2.4541  0.3347
H27 6.1971 -4.1128 0.8926  0.3744
H28 4.4363 -3.6348 -0.6273  0.1861
H29 2.7719 -2.8464 -2.1987  0.4614
H30 1.4197 -1.8923 -1.4970  -0.0143
H31 1.2309 -3.6332 -1.7641  0.4263
C23 3.7242 0.1450 0.0889  -1.8449
C24 3.0484 1.5283 0.1067  4.2643
C25 3.6570 2.2780 1.3058  -2.4160
C26 1.5118 1.3250 0.3266  -2.4531
C27 3.3619 2.2103 -1.2073  -0.6561
C28 2.8804 1.6450 -2.4143  0.3344
C29 3.2459 2.1640 -3.6375  -1.0770
C30 4.0859 3.2669 -3.7325  -0.4005
C31 4.5280 3.8720 -2.5415  -0.8735
C32 4.1592 3.3410 -1.3174  -0.2034
H32 3.4770 -0.4075 0.9937  0.2992
H33 4.8106 0.2515 0.0277  0.4610
H34 3.3792 -0.4351 -0.7601  0.2071
H35 3.4410 1.7251 2.2196  0.3915
H36 3.2551 3.2849 1.4081  0.4098
H37 4.7411 2.3502 1.2140  0.5502
H38 1.3435 1.5243 1.4053  0.6647
H39 2.2029 0.8049 -2.3567  0.2476
H40 2.8755 1.6995 -4.5484  0.3810
H41 4.3761 3.6794 -4.6935  0.3742
H42 5.1508 4.7604 -2.5808  0.3342
H43 4.5216 3.8445 -0.4304  0.2639
C33 1.2786 4.6564 -0.4732  -1.5965
C34 0.3358 3.5472 0.0205  0.6689
C35 0.1121 3.6769 1.5332  -1.3463
O1 0.7019 2.2740 -0.4444  -0.6252
H44 0.8385 5.6368 -0.2853  0.5982
H45 1.4513 4.5334 -1.5388  0.2359
H46 2.2400 4.6066 0.0251  0.1835
H47 -0.6402 3.7262 -0.4651  0.3736
H48 1.0509 3.6563 2.0821  0.2847
H49 -0.5115 2.8579 1.8833  0.1910
H50 -0.3905 4.6232 1.7375  0.4687

Output
- Total charge: -2
- Total energy: -1954.2563 Eh
- Relative energy (zero: lowest compared OMol25 entry of this formula, charge and spin): 1.8006 eV
- HOMO level: 1.5 eV
- Spin multiplicity: 1
- Gap between HOMO and LUMO: 3.2 eV



No. 5
This record from the Open Molecules 2025 dataset describes a 2-piece molecular cluster, C4H12N3O overall at a distorted geometry. The level of theory is ωB97M-V/def2-TZVPD.

Last column: natural (NBO) charge in e.
Geometry (Å):
C1 -2.3142 1.0060 -0.9105  0.1743
C2 0.3264 -1.2710 1.3411  -0.6250
C3 1.2474 -1.2099 -0.9682  -0.6077
C4 0.0858 -0.8691 -0.0274  -0.1286
N1 -3.2930 0.6027 -0.2488  -0.5712
N2 -1.1258 1.1974 -0.4176  -0.0046
N3 -0.1080 0.5148 -0.1225  -0.0884
O1 1.9851 1.9443 0.6236  -0.9223
H1 -2.1612 1.3845 -1.9527  0.2236
H2 1.3109 -0.9587 1.6932  0.2156
H3 -0.2744 -0.6424 1.9775  0.2305
H4 0.0246 -2.2288 1.6478  0.2664
H5 1.0221 -2.2093 -1.3206  0.2490
H6 2.2338 -1.1525 -0.6275  0.2299
H7 1.1479 -0.5265 -1.8981  0.2187
H8 -0.7824 -1.5871 -0.4195  0.2555
H9 -4.2654 0.5693 -0.7611  0.3984
H10 2.6617 1.6620 1.2405  0.5212
H11 0.7965 1.0920 0.2125  0.4557
H12 1.4821 2.6824 0.9385  0.5090

Output
- Total charge: +1
- Total energy: -398.7322 Eh
- Relative energy (zero: lowest compared OMol25 entry of this formula, charge and spin): 5.0377 eV
- HOMO level: -14.7 eV
- Spin multiplicity: 1
- Gap between HOMO and LUMO: 9.2 eV



No. 6
This record from the Open Molecules 2025 dataset describes C21H46Cl11NO4P as an isolated structure at a distorted geometry. The level of theory is ωB97M-V/def2-TZVPD.

Last column: Mulliken charge in e.
Geometry (Å):
C1 -1.7437 4.2792 0.9623  -1.1982
C2 -1.2875 3.3124 2.1646  -0.5884
C3 -1.8854 1.8936 1.8434  0.1967
C4 -1.3609 1.4612 0.4132  -1.5937
N1 -1.7288 0.8419 2.9250  0.4792
Cl1 -1.7324 1.4488 4.5512  -0.0873
C5 -0.5491 -0.0898 2.7964  -1.2419
C6 0.8747 0.5979 2.9454  -0.4424
C7 1.7410 0.2078 1.6829  0.5202
C8 3.2261 0.7628 1.7285  -0.6510
C9 3.7577 0.7464 0.2214  -0.6745
C10 4.3888 -0.6281 -0.2077  0.0252
C11 3.3567 -1.7257 -0.6760  -0.1432
C12 2.2725 -1.2301 -1.7029  0.4074
C13 2.8625 -0.3922 -2.9265  -0.4057
C14 2.4670 -1.1326 -4.2858  -0.3084
C15 0.9054 -1.0135 -4.5634  -0.3064
O1 0.6087 -0.0586 -5.5816  -0.4068
C16 -0.0656 1.0887 -5.0483  -0.5453
P1 -3.2040 -0.2140 2.8159  0.9105
O2 -3.1363 -1.3478 3.8150  -0.6538
O3 -3.3505 -0.9173 1.3107  -0.3808
O4 -4.5858 0.6674 3.2204  -0.4379
H1 -1.1133 4.1539 0.0547  0.3134
H2 -2.8219 4.0301 0.7418  0.3044
H3 -1.7510 5.3135 1.3774  0.3948
H4 -1.7132 3.7965 3.0805  0.5639
H5 -0.1734 3.3643 2.1753  0.2324
H6 -2.9988 2.0555 1.7193  0.5042
H7 -1.9776 1.9483 -0.3929  0.3864
H8 -1.4038 0.3668 0.2096  0.5580
H9 -0.3280 1.8843 0.2753  0.3216
H10 -0.6310 -0.8035 3.6636  0.5929
H11 -0.5925 -0.7524 1.8903  0.4397
H12 0.8410 1.6918 3.1603  0.3542
H13 1.3980 0.1294 3.8256  0.3968
H14 1.2586 0.4401 0.7046  -0.6092
H15 1.8358 -0.9178 1.7187  0.1249
H16 3.1901 1.8223 2.0855  0.3891
H17 3.8917 0.1379 2.3834  0.1751
H18 2.9331 1.0847 -0.4556  0.2099
H19 4.5684 1.5260 0.1320  0.3906
H20 5.0751 -0.4157 -1.0784  0.3667
H21 5.0434 -1.0943 0.5751  -0.2688
H22 2.8141 -2.1042 0.2301  0.1181
H23 3.8978 -2.6186 -1.1048  -0.2898
H24 1.6467 -2.0638 -2.1310  0.5705
H25 1.5481 -0.5511 -1.1732  -0.6555
H26 2.3943 0.6260 -2.9593  0.1531
H27 3.9768 -0.3715 -2.8817  0.2650
H28 3.0662 -0.6182 -5.0875  0.4487
H29 2.7920 -2.2007 -4.1443  -0.1811
H30 0.5716 -2.0402 -4.8834  0.2999
H31 0.3986 -0.8037 -3.5860  0.2079
H32 -0.8664 0.8149 -4.3131  0.2027
H33 0.6985 1.7574 -4.5643  0.2294
H34 -0.5773 1.5897 -5.9108  0.2869
H35 -3.8424 -0.3380 0.6956  0.1538
H36 -5.1417 0.6634 2.4145  0.3184
C17 7.7903 -1.6958 2.4881  -0.3226
Cl2 6.6825 -0.4534 3.0864  -0.1309
Cl3 7.2185 -2.3911 0.9668  -0.1123
H37 8.7660 -1.2471 2.3246  0.3073
H38 7.8660 -2.4861 3.2295  0.2979
C18 -1.8492 1.6401 8.3069  0.6862
Cl4 -0.2489 1.2870 8.9655  -0.1368
Cl5 -2.4757 3.1735 8.9192  -0.1376
H39 -1.7750 1.7006 7.2236  -0.5749
H40 -2.5311 0.8421 8.5874  0.2942
C19 -5.7480 -0.9501 -1.3987  -0.3017
Cl6 -6.0042 0.4320 -0.3143  -0.1804
Cl7 -6.9570 -0.9847 -2.6802  -0.0951
H41 -4.7611 -0.8687 -1.8472  0.3123
H42 -5.8183 -1.8686 -0.8215  0.3445
C20 3.5052 -5.2124 -3.5950  -0.3579
Cl8 4.4677 -4.0762 -2.6407  -0.1166
Cl9 1.9297 -5.5028 -2.8478  -0.1612
H43 3.3528 -4.7966 -4.5874  0.2856
H44 4.0410 -6.1547 -3.6669  0.3559
C21 -9.3117 -0.1513 -5.2608  0.0800
Cl10 -10.8851 -0.9540 -5.2385  -0.1457
Cl11 -9.4284 1.4743 -5.9433  -0.1518
H45 -8.9392 -0.0788 -4.2420  -0.0682
H46 -8.6251 -0.7385 -5.8650  0.2876

Output
- Total charge: +1
- Total energy: -6586.5900 Eh
- HOMO level: -11.5 eV
- Spin multiplicity: 1
- Gap between HOMO and LUMO: 7.1 eV



No. 7
This record from the Open Molecules 2025 dataset describes one molecule with the formula C14H14O5 at a distorted geometry. The level of theory is ωB97M-V/def2-TZVPD.

Last column: natural (NBO) charge in e.
Geometry (Å):
C1 -5.0948 -0.5089 1.0011  -0.6342
C2 -4.6591 0.0116 -0.3613  -0.0754
H1 -5.2329 0.8950 -0.6481  0.1916
H2 -4.7715 -0.7715 -1.1184  0.1993
O1 -3.2998 0.4460 -0.3432  -0.4887
C3 -2.3649 -0.4940 -0.4986  0.7542
O2 -2.5954 -1.6684 -0.6709  -0.5977
C4 -1.0154 0.0799 -0.4513  0.1429
C5 0.1990 -0.5369 -0.6277  0.0104
C6 1.1679 0.5082 -0.4956  -0.1939
C7 2.5659 0.5811 -0.5700  0.3132
C8 3.1732 1.8094 -0.4029  -0.2743
C9 2.4208 2.9602 -0.1596  -0.1827
C10 1.0454 2.9224 -0.0739  -0.2769
C11 0.4334 1.6882 -0.2491  0.3802
O3 -0.8815 1.4204 -0.2203  -0.4007
H3 0.4589 3.8062 0.1137  0.2313
H4 2.9356 3.9001 -0.0364  0.2221
H5 4.2484 1.8728 -0.4716  0.2291
O4 3.3174 -0.5395 -0.8656  -0.4985
C12 3.7424 -1.3873 0.0977  0.8023
O5 4.3553 -2.3645 -0.2181  -0.5510
C13 3.4056 -1.0099 1.5187  -0.7450
H6 3.7987 -1.7692 2.1880  0.2471
H7 3.8469 -0.0442 1.7593  0.2418
H8 2.3273 -0.9316 1.6437  0.2384
C14 0.4649 -1.9685 -0.9092  -0.6550
H9 -0.4594 -2.4728 -1.1735  0.2591
H10 0.8879 -2.4590 -0.0319  0.2237
H11 1.1868 -2.0626 -1.7186  0.2356
H12 -6.1494 -0.7672 0.9714  0.2173
H13 -4.9352 0.2509 1.7624  0.2113
H14 -4.5223 -1.3963 1.2597  0.2228

Output
- Total energy: -918.1105 Eh
- Relative energy (zero: lowest compared OMol25 entry of this formula, charge and spin): 0.0000 eV
- Structure (SMILES): CCOC(=O)c1oc2cccc(OC(C)=O)c2c1C
- HOMO level: -8.8 eV
- Spin multiplicity: 1
- Gap between HOMO and LUMO: 8.9 eV



No. 8
This record from the Open Molecules 2025 dataset describes an isolated ion of composition C5H6N5O2 and charge +1 at a distorted geometry. The level of theory is ωB97M-V/def2-TZVPD.

Last column: natural (NBO) charge in e.
Geometry (Å):
C1 0.3657 -1.6074 1.4001  0.2047
C2 0.2654 2.0060 0.4462  0.5213
C3 -0.4082 -1.0369 -0.8475  0.5256
C4 -0.6491 0.7201 0.8312  0.0303
C5 0.3588 -0.5200 0.3818  -0.0654
N1 0.3438 -2.5666 2.0413  -0.1796
N2 -0.1455 3.1339 0.5410  -0.6452
N3 -1.4173 -0.2608 -1.1225  -0.2357
N4 1.6600 0.1031 0.0546  -0.3046
N5 -0.0423 -2.0178 -1.5550  -0.6679
O1 1.4974 1.5245 0.1749  -0.3504
O2 -1.7733 0.6269 -0.0526  -0.2907
H1 -0.9327 0.9105 1.8745  0.2768
H2 0.3854 4.0664 0.4251  0.4212
H3 -2.0752 -0.0524 -1.8207  0.4587
H4 2.5304 -0.0293 0.6665  0.4261
H5 0.7030 -2.5939 -1.2275  0.4423
H6 -0.6661 -2.4063 -2.2115  0.4324

Output
- Total charge: +1
- Total energy: -617.9520 Eh
- Relative energy (zero: lowest compared OMol25 entry of this formula, charge and spin): 5.1863 eV
- Structure (SMILES): [H]/N=C1\ON[C@]2(C#N)C(=[NH2+])NO[C@H]12
- HOMO level: -13.8 eV
- Spin multiplicity: 1
- Gap between HOMO and LUMO: 9.4 eV



No. 9
This record from the Open Molecules 2025 dataset describes one molecule with the formula CH4N2O2 at a distorted geometry. The level of theory is ωB97M-V/def2-TZVPD.

Last column: natural (NBO) charge in e.
Geometry (Å):
C1 -0.7192 -0.3256 -0.0649  -0.4672
N1 1.3386 0.5119 0.2869  -0.0538
N2 0.5928 -0.6168 -0.0194  0.2663
O1 1.1118 -1.7177 -0.2271  -0.4040
O2 2.6645 0.2520 0.0248  -0.5452
H1 -0.9639 0.3753 0.7062  0.2492
H2 -0.9242 0.1469 -0.9670  0.2329
H3 -1.3541 -1.2680 -0.2156  0.2427
H4 3.1788 0.6289 0.7040  0.4789

Output
- Total energy: -300.3200 Eh
- Relative energy (zero: lowest compared OMol25 entry of this formula, charge and spin): 4.5616 eV
- Structure (SMILES): C/[N+]([O-])=N/O
- HOMO level: -9.0 eV
- Spin multiplicity: 1
- Gap between HOMO and LUMO: 9.4 eV



Number 1: E_LUMO 0.59 eV. Number 2: E_LUMO 0.24 eV. Number 3: E_LUMO 0.40 eV. Number 4: E_LUMO 4.69 eV. Number 5: E_LUMO -5.48 eV. Number 6: E_LUMO -4.32 eV. Number 7: E_LUMO 0.05 eV. Number 8: E_LUMO -4.36 eV. Number 9: E_LUMO 0.36 eV.